# C33H26MnN3O3P

A structure of composition C33H26MnN3O3P in a non-equilibrium geometry (ωB97M-V/def2-TZVPD, the OMol25 dataset).

Each line ends with the Löwdin spin population.
Positions of all 67 atoms, in Å:
Mn 1.43 -1.01 -0.89  4.6632
C 2.84 -2.29 3.29  0.0031
C 2.71 -1.67 1.96  0.0170
N 1.55 -1.51 1.39  0.0235
N 0.38 -2.04 1.84  0.0002
C -0.27 -2.51 0.80  0.0121
O 0.17 -2.62 -0.40  0.0504
C -1.71 -2.95 0.90  0.0011
C -2.48 -2.47 1.90  0.0007
C -3.78 -2.97 2.07  0.0000
C -4.36 -3.95 1.27  0.0005
C -3.58 -4.40 0.23  0.0000
C -2.27 -3.92 0.02  0.0007
C 3.88 -1.25 1.15  0.0063
C 5.17 -1.37 1.53  0.0019
C 6.21 -0.77 0.76  0.0034
C 5.89 -0.05 -0.38  0.0019
C 4.57 -0.01 -0.79  0.0067
N 3.59 -0.66 -0.07  0.0383
H 1.86 -2.33 3.83  0.0002
H 3.47 -1.64 3.91  0.0004
H 3.20 -3.23 3.19  0.0008
H -2.15 -1.70 2.56  0.0000
H -4.29 -2.56 2.93  0.0000
H -5.34 -4.38 1.48  0.0000
H -3.95 -5.17 -0.39  0.0000
H -1.65 -4.32 -0.72  0.0000
H 5.39 -1.79 2.49  0.0003
H 7.23 -0.78 1.19  0.0001
H 6.58 0.32 -1.02  0.0002
H 4.14 0.50 -1.64  0.0002
O 1.81 1.43 -4.09  0.0094
C 1.84 1.10 -2.92  0.0122
O 2.08 -0.10 -2.49  0.0709
C 1.58 2.24 -1.87  0.0043
C 2.43 3.36 -2.00  0.0000
C 2.33 4.50 -1.25  0.0019
C 1.37 4.55 -0.21  0.0000
C 0.55 3.41 -0.01  0.0018
C 0.59 2.34 -0.88  0.0034
P -0.49 0.84 -0.61  0.0385
C -1.62 1.30 0.70  0.0085
C -2.92 1.80 0.47  0.0030
C -3.77 2.05 1.54  0.0003
C -3.28 2.06 2.85  0.0015
C -1.98 1.68 3.09  -0.0002
C -1.18 1.23 2.02  0.0023
C -1.58 0.70 -2.04  0.0037
C -1.65 1.67 -3.03  0.0015
C -2.40 1.42 -4.11  0.0003
C -3.17 0.30 -4.24  0.0010
C -3.19 -0.65 -3.20  -0.0001
C -2.30 -0.53 -2.17  0.0016
H 3.26 3.28 -2.76  -0.0001
H 2.95 5.35 -1.31  0.0001
H 1.32 5.41 0.42  0.0000
H -0.13 3.49 0.80  0.0001
H -3.31 1.91 -0.54  0.0002
H -4.76 2.34 1.24  0.0000
H -3.91 2.30 3.70  0.0001
H -1.67 1.69 4.17  0.0000
H -0.16 1.05 2.22  0.0003
H -1.04 2.58 -3.04  0.0000
H -2.22 2.08 -4.96  0.0000
H -3.77 0.13 -5.11  0.0001
H -3.89 -1.46 -3.34  0.0000
H -2.17 -1.32 -1.40  0.0001

Properties
spin multiplicity	6
expectation value of S²	8.76
HOMO level (spin up / spin down)	-7.883 / -8.294	eV
LUMO level (spin up / spin down)	-0.4 / -0.5	eV
total energy	-85865.4069	eV
total charge	0



# C33H26N2PRh

A structure of composition C33H26N2PRh (ωB97M-V/def2-TZVPD, the OMol25 dataset).

Each line ends with the Löwdin charge.
Positions of all 63 atoms, in Å:
Rh 0.32 -0.68 -0.30  0.9114
N -1.49 -0.48 -1.42  0.0071
C -1.70 -1.83 -1.93  -0.3028
C -2.13 -2.09 -3.21  0.0015
C -2.29 -3.41 -3.61  -0.0214
C -2.04 -4.46 -2.73  -0.0299
C -1.60 -4.19 -1.44  -0.0410
C -1.42 -2.87 -1.04  -0.3074
P -0.85 -2.34 0.59  1.0656
C 0.04 -3.66 1.39  -0.3285
C 1.03 -4.34 0.68  -0.1008
C 1.72 -5.38 1.27  -0.0423
C 1.43 -5.75 2.58  -0.0332
C 0.44 -5.08 3.29  -0.0406
C -0.26 -4.04 2.70  -0.0526
C -2.27 -1.84 1.56  -0.3392
C -3.55 -2.05 1.05  -0.0660
C -4.66 -1.68 1.80  -0.0428
C -4.49 -1.12 3.05  -0.0327
C -3.21 -0.91 3.56  -0.0394
C -2.10 -1.27 2.82  -0.1043
H -1.43 0.19 -2.19  0.1278
H -2.29 -0.19 -0.85  0.1058
H -2.34 -1.28 -3.90  0.1293
H -2.63 -3.63 -4.62  0.1269
H -2.18 -5.48 -3.05  0.1250
H -1.40 -5.00 -0.75  0.1232
H 1.24 -4.08 -0.35  0.0944
H 2.48 -5.91 0.71  0.1199
H 1.97 -6.56 3.04  0.1221
H 0.21 -5.38 4.31  0.1212
H -1.04 -3.55 3.26  0.1017
H -3.70 -2.52 0.08  0.1101
H -5.65 -1.85 1.41  0.1207
H -5.35 -0.84 3.64  0.1226
H -3.08 -0.47 4.54  0.1219
H -1.11 -1.09 3.22  0.1110
C -1.08 2.26 2.43  -0.0450
C -0.12 2.17 3.43  -0.0401
C 0.94 1.29 3.31  0.0014
C 1.03 0.47 2.19  -0.1886
C 0.04 0.53 1.21  -0.2092
C -1.01 1.42 1.32  -0.0886
C 2.15 -0.43 1.89  -0.1893
C 3.28 -0.65 2.70  0.0364
C 4.28 -1.46 2.24  0.0483
C 4.20 -2.04 0.96  -0.1356
C 5.22 -2.85 0.41  0.0039
C 5.10 -3.36 -0.85  -0.0374
C 3.96 -3.07 -1.63  -0.0378
C 2.95 -2.30 -1.12  -0.0535
C 3.05 -1.78 0.18  -0.2048
N 2.04 -1.00 0.69  0.0000
H -1.89 2.97 2.52  0.1217
H -0.19 2.82 4.30  0.1213
H 1.70 1.26 4.08  0.1205
H -1.78 1.50 0.55  0.0998
H 3.34 -0.18 3.67  0.1223
H 5.15 -1.66 2.85  0.1380
H 6.10 -3.05 1.01  0.1300
H 5.89 -3.97 -1.27  0.1213
H 3.89 -3.46 -2.63  0.1217
H 2.08 -2.08 -1.74  0.0988

Properties
HOMO level	-14.192	eV
LUMO level	-7.1	eV
total energy	-49908.0599	eV
total charge	+2
ΔE to the lowest compared entry with this formula, charge and spin	0.00	kcal/mol



# C33H26N3O12P3PdS3

A structure of composition C33H26N3O12P3PdS3 (ωB97M-V/def2-TZVPD, the OMol25 dataset).

Each line ends with the Löwdin charge.
Positions of all 81 atoms, in Å:
Pd -2.03 -0.01 -0.26  0.9756
O -4.30 2.48 -2.57  -0.1251
P -3.04 1.49 -2.77  0.2196
O -2.30 1.83 -4.01  -0.3004
O -2.35 1.57 -1.41  -0.4191
O -3.70 0.04 -2.96  -0.2774
P -4.39 -0.97 -1.88  0.1800
O -3.45 -2.27 -2.04  -0.1471
O -5.78 -1.24 -2.28  -0.3075
O -4.07 -0.41 -0.51  -0.3606
H -4.81 2.51 -3.39  0.0662
H -3.53 -2.63 -2.93  0.0670
O -0.59 -0.55 -2.66  -0.3113
P 0.74 -0.06 -3.08  0.7839
C 1.17 1.65 -2.67  -0.2480
C 1.97 2.43 -3.52  -0.0886
C 2.29 3.73 -3.17  -0.1006
C 1.81 4.27 -1.99  -0.0940
C 1.01 3.51 -1.15  -0.0548
C 0.69 2.21 -1.49  -0.0561
C 2.07 -1.09 -2.38  -0.2686
C 3.34 -0.61 -2.07  -0.0723
C 4.30 -1.47 -1.55  -0.0914
C 4.00 -2.80 -1.33  -0.1081
C 2.73 -3.28 -1.61  -0.0873
C 1.77 -2.43 -2.14  -0.0662
C 0.96 -0.15 -4.87  -0.2630
C 2.09 -0.66 -5.50  -0.0863
C 2.19 -0.65 -6.88  -0.1044
C 1.15 -0.14 -7.65  -0.1075
C 0.01 0.37 -7.02  -0.0760
C -0.09 0.37 -5.64  -0.0478
H 2.32 2.02 -4.45  0.0988
H 2.91 4.33 -3.84  0.0911
H 2.06 5.30 -1.72  0.0939
H 0.61 3.93 -0.23  0.1011
H 0.06 1.63 -0.83  0.0466
H 3.57 0.44 -2.23  0.1042
H 5.29 -1.08 -1.31  0.0958
H 4.75 -3.46 -0.90  0.0970
H 2.48 -4.32 -1.41  0.1043
H 0.76 -2.79 -2.33  0.1176
H 2.90 -1.06 -4.90  0.0984
H 3.07 -1.05 -7.37  0.0917
H 1.22 -0.13 -8.73  0.0909
H -0.80 0.77 -7.62  0.1013
H -0.97 0.78 -5.14  0.0770
S -3.12 -0.83 6.54  0.4738
C -2.54 0.31 5.44  -1.1038
S -2.36 -0.07 3.76  0.9602
C -1.83 1.56 3.40  -1.1718
N -1.78 2.31 4.47  -0.0182
N -2.17 1.60 5.61  -0.1559
C -2.18 2.37 6.80  -0.1911
C -1.97 1.80 8.06  -0.0525
C -1.96 2.60 9.19  -0.1020
C -2.16 3.97 9.09  -0.1224
C -2.35 4.53 7.84  -0.1030
C -2.36 3.75 6.70  -0.0216
S -1.40 2.00 1.82  0.5096
H -1.82 0.73 8.14  0.0452
H -1.80 2.14 10.15  0.0943
H -2.16 4.59 9.98  0.0878
H -2.50 5.60 7.74  0.0935
H -2.49 4.18 5.72  0.1026
O -1.46 -1.64 0.79  -0.1102
C -0.21 -1.42 0.72  -0.6079
O 0.26 -0.43 0.15  -0.0529
C 0.72 -2.43 1.33  -0.0982
C 2.04 -2.09 1.54  -0.0036
C 2.94 -3.01 2.06  -0.0645
C 2.51 -4.30 2.35  -0.0126
C 1.18 -4.61 2.12  -0.1363
C 0.26 -3.71 1.63  0.0813
N 0.74 -5.99 2.42  -0.3568
O 1.55 -6.76 2.90  0.0446
O -0.41 -6.29 2.17  0.0810
H 2.36 -1.09 1.27  0.1280
H 3.97 -2.73 2.23  0.1046
H 3.18 -5.04 2.75  0.1099
H -0.78 -3.97 1.48  0.1362

Properties
HOMO level	-2.412	eV
LUMO level	3.2	eV
total energy	-127544.8916	eV
total charge	-2
ΔE to the lowest compared entry with this formula, charge and spin	17.79	kcal/mol